45
Properties=species:S:1:pos:R:3 method="wB97M-V/def2-TZVPD" e_tot_ev=-30629.5784 e_above_lowest_ev=3.163 lumo_ev=-0.349 smiles="COCCCNC(=O)Cn1nc(-c2cccc(OC)c2)ccc1=O" homo_lumo_gap_ev=8.28
H -0.492 0.428 -3.762
C 0.989 1.444 3.771
H 0.620 1.806 -3.684
C -0.164 0.831 4.216
H 2.427 1.898 0.059
H 1.541 2.125 4.399
C -2.551 -1.398 1.317
H 1.111 0.107 0.664
H -1.009 0.679 -1.343
C 0.211 0.965 -3.124
H -1.025 3.704 -0.542
H -0.782 -3.963 -2.111
H -4.221 -2.424 0.475
C 3.136 1.609 0.840
H 2.101 0.564 -2.153
H -0.521 1.028 5.215
N -0.463 -1.798 0.275
H -1.362 2.157 -2.262
H 3.429 0.563 0.707
C 1.363 0.027 -2.751
C 1.467 1.184 2.484
C 0.768 0.311 1.663
H 0.661 -3.696 -1.081
C -2.412 -2.937 -0.576
C -0.350 2.968 -0.091
H 0.795 -1.037 -1.001
O 0.315 -2.387 -3.785
O 2.605 1.831 2.129
C -3.159 -2.237 0.450
H -1.757 -0.517 3.769
H -3.118 -0.865 2.065
C -0.190 -3.218 -1.574
N 0.921 -1.127 -2.003
O -2.872 -3.723 -1.379
C 0.356 -2.195 -2.592
N -1.051 -2.620 -0.576
H -0.933 2.311 0.567
H 1.830 -0.336 -3.670
C -0.409 -0.293 2.107
O 0.326 2.232 -1.079
C -1.143 -1.193 1.211
C -0.869 -0.032 3.394
C -0.549 1.502 -1.914
H 4.021 2.240 0.778
H 0.408 3.483 0.496

---

12
Properties=species:S:1:pos:R:3 method="wB97M-V/def2-TZVPD" e_tot_ev=-8336.6112 e_above_lowest_ev=3.850 lumo_ev=0.885 smiles="C=C=C1CO1.O" homo_lumo_gap_ev=10.34
H -1.757 1.534 0.130
H 2.903 -0.359 -0.580
H -1.841 -2.022 -1.308
O -1.299 1.951 0.869
O 1.241 1.002 -0.425
H -0.375 1.970 0.581
C 0.741 -0.263 -0.221
H 2.415 0.112 1.143
H -2.229 -1.505 0.436
C -1.538 -1.497 -0.405
C -0.383 -0.889 -0.326
C 2.121 -0.034 0.105

---

11
Properties=species:S:1:pos:R:3 method="wB97M-V/def2-TZVPD" e_tot_ev=-7661.7372 e_above_lowest_ev=0.718 lumo_ev=1.025 smiles=Nc1cn[nH]c1 homo_lumo_gap_ev=9.31
N -1.854 -0.311 -0.197
N 1.707 -0.043 -0.011
H -2.359 0.028 0.613
C 0.618 -0.848 -0.158
C -0.479 -0.016 -0.095
H -2.026 -1.304 -0.283
N 1.396 1.243 0.151
H 0.711 -1.916 -0.296
C 0.072 1.274 0.086
H -0.463 2.211 0.169
H 2.675 -0.317 0.019

---

80
Properties=species:S:1:pos:R:3 method="wB97M-V/def2-TZVPD" e_tot_ev=-69662.3958 lumo_ev=-10.755 total_charge=+3 homo_lumo_gap_ev=5.83
C -0.594 -2.780 4.057
H -1.006 3.774 -0.466
H 2.176 -0.284 -3.281
C -0.865 3.528 -1.517
H 0.929 -1.154 -4.217
C 1.234 -0.833 -3.218
C 3.517 -3.777 0.230
H -1.756 3.024 -1.909
C 3.902 -0.139 -0.691
N 3.153 0.961 -0.492
C -1.731 -2.737 -0.865
F -1.193 -2.443 -2.052
C -2.848 -3.347 1.580
N -2.049 1.822 1.652
C 3.629 2.153 -0.838
N -2.095 1.224 0.568
H 5.743 -0.920 -1.503
C -1.014 2.618 2.044
H 2.993 3.007 -0.649
C 4.872 2.325 -1.430
C -0.921 -0.730 2.900
C 2.374 -3.678 1.009
H -1.912 -0.260 -1.558
N 0.001 -1.016 1.989
H 5.230 3.311 -1.680
C -5.249 1.067 -1.149
O 0.291 2.706 -1.597
C 1.776 -2.427 1.165
N 0.250 2.396 1.624
H 1.743 5.007 3.103
H -1.192 1.262 -3.323
H 3.996 -4.737 0.095
C 0.384 -3.080 3.125
C -0.358 4.549 3.297
C 4.056 -2.633 -0.339
H 4.973 -2.707 -0.898
H 0.124 0.925 -4.460
C 0.647 2.347 -2.927
H -3.752 -1.558 -2.663
F -1.731 -5.415 1.561
C -1.261 -1.568 3.946
H -2.375 3.773 3.243
C -3.091 -2.109 0.983
H -4.485 2.222 0.485
C -1.349 3.653 2.927
C 1.196 3.220 2.048
N 2.252 -1.354 0.528
C -4.995 0.058 -2.115
H -0.708 4.455 -2.075
C -2.538 -1.784 -0.249
F -3.369 -3.621 2.765
C -3.893 -0.711 -2.010
F -3.835 -1.204 1.623
H 1.954 -4.559 1.465
H -6.231 1.519 -1.128
C -2.831 -0.482 -0.988
C -4.307 1.423 -0.224
H 1.364 -1.710 -2.590
C 0.664 -2.181 2.096
H 6.596 1.281 -2.171
C -0.112 1.111 -3.411
C 3.386 -1.420 -0.174
H 1.719 2.130 -2.908
C -2.017 -4.278 0.956
C 0.938 4.337 2.839
H 0.932 -4.002 3.212
C 5.636 1.196 -1.686
C -3.083 0.715 -0.117
H 2.203 2.969 1.751
Pb 0.744 0.504 0.053
H 0.462 3.186 -3.603
C -1.448 -3.967 -0.279
H -0.586 5.389 3.936
O 0.205 -0.042 -2.631
C 5.147 -0.046 -1.310
H -5.720 -0.133 -2.889
F -0.614 -4.806 -0.871
H -1.419 0.226 2.809
H -2.026 -1.273 4.642
H -0.835 -3.469 4.852